# 1
Here is a gas-phase ion, C4H7O2 (charge -1) from OMol25. Energies are from the ωB97M-V functional and the def2-TZVPD basis.

Each line ends with the natural charge from an NBO analysis.
Atoms and positions in Å:
O1 0.5587 0.0263 2.2078  -0.769
C1 -0.1925 -0.8511 1.6722  0.280
C2 -0.4885 -1.0310 0.3235  -0.594
C3 -0.6628 0.0461 -0.7152  -0.458
C4 0.5678 0.8773 -1.1007  -0.054
O2 1.4264 1.2278 -0.0294  -0.783
H1 -0.7453 -1.4784 2.4273  0.078
H2 -0.4022 -2.0438 -0.0568  0.177
H3 -1.4822 0.7721 -0.4859  0.170
H4 -1.2169 -0.4738 -1.5101  0.201
H5 0.3790 1.7965 -1.6949  0.128
H6 1.1607 0.3039 -1.8362  0.121
H7 1.0979 0.8281 0.7984  0.503

Values from the calculation:
SMILES ... [O-]/C=C\CCO
LUMO energy ... 4.428 eV
E_HOMO ... -0.0798 hartree
Net charge ... -1
E ... -307.06130 Eh



# 2
Here is a molecular structure, C28H52NO7PTi from OMol25. Energies are from the ωB97M-V functional and the def2-TZVPD basis.

Each line ends with the Mulliken spin population.
Atoms and positions in Å:
Ti1 -1.3388 1.0205 1.4249  0.922
O1 0.1077 -0.5257 2.6392  0.026
C1 0.1907 -0.4136 4.0645  0.010
C2 -1.1947 -0.0523 4.5343  0.024
N1 -1.6778 1.1212 3.7949  0.006
C3 -0.9594 2.3595 4.1958  0.015
C4 -0.3140 3.1116 3.0304  0.000
O2 -0.0898 4.2857 3.1203  0.001
O3 0.0021 2.3435 1.9952  0.000
C5 -3.1244 1.2920 3.9913  0.024
C6 -3.7250 2.0377 2.8154  0.001
O4 -4.8584 2.4318 2.8218  -0.002
O5 -2.8905 2.1303 1.7894  -0.007
H1 0.9113 -0.1752 2.2319  0.001
H2 0.9336 0.3376 4.3403  -0.001
H3 0.4921 -1.3717 4.4941  0.001
H4 -1.2082 0.1162 5.6168  0.001
H5 -1.8631 -0.8883 4.3135  -0.010
H6 -0.1385 2.1154 4.8759  -0.001
H7 -1.6192 3.0399 4.7325  0.001
H8 -3.3664 1.8097 4.9229  0.001
H9 -3.6071 0.3119 4.0295  -0.004
O6 -0.2317 -0.1031 0.1675  -0.061
P1 0.7266 -0.5297 -0.9541  0.016
C7 0.0379 -0.0924 -2.5688  -0.008
C8 1.0593 -0.2424 -3.7192  0.000
C9 0.3488 -0.2758 -5.0827  0.000
C10 -0.9007 0.5965 -5.0541  0.000
C11 -1.9424 -0.0073 -4.0976  0.000
C12 -1.2802 -0.7784 -2.9435  0.001
C13 2.2859 0.4053 -0.8294  -0.002
C14 2.6506 0.7706 0.6194  0.007
C15 3.8509 1.7210 0.6312  0.000
C16 5.0267 1.2044 -0.2257  0.000
C17 4.7681 -0.2036 -0.7514  0.000
C18 3.4823 -0.2526 -1.5782  0.000
C19 0.9976 -2.3168 -0.8359  -0.001
C20 1.9588 -2.6756 0.3142  -0.001
C21 1.8937 -4.1762 0.5891  0.000
C22 0.5065 -4.5836 1.1223  0.000
C23 -0.5666 -3.5589 0.7422  0.001
C24 -0.3586 -3.0674 -0.6872  0.001
H10 -0.1798 0.9734 -2.4305  0.000
H11 1.6546 -1.1518 -3.5999  0.000
H12 1.7564 0.5964 -3.6940  0.000
H13 0.0630 -1.3010 -5.3307  0.000
H14 1.0407 0.0492 -5.8594  0.000
H15 -1.3235 0.7032 -6.0522  0.000
H16 -0.6254 1.6044 -4.7292  0.000
H17 -2.6005 -0.6849 -4.6437  0.000
H18 -2.5759 0.7857 -3.6926  0.000
H19 -1.0734 -1.8068 -3.2484  0.000
H20 -1.9561 -0.8246 -2.0924  -0.001
H21 2.0370 1.3522 -1.3265  -0.001
H22 2.8888 -0.1345 1.1875  0.000
H23 1.8127 1.2802 1.0941  0.010
H24 4.1653 1.8789 1.6632  0.000
H25 3.5163 2.6933 0.2650  0.000
H26 5.9501 1.2175 0.3519  0.000
H27 5.1882 1.8702 -1.0761  0.000
H28 4.7114 -0.9078 0.0837  0.000
H29 5.6009 -0.5347 -1.3725  0.000
H30 3.2691 -1.2863 -1.8569  0.000
H31 3.6507 0.2824 -2.5134  0.000
H32 1.4658 -2.6162 -1.7786  0.000
H33 1.6791 -2.1381 1.2231  0.000
H34 2.9765 -2.3786 0.0599  0.000
H35 2.6723 -4.4562 1.2990  0.000
H36 2.1170 -4.7105 -0.3379  0.000
H37 0.5355 -4.7003 2.2066  0.000
H38 0.2334 -5.5583 0.7148  0.000
H39 -0.5355 -2.7022 1.4205  0.011
H40 -1.5587 -4.0028 0.8397  0.002
H41 -1.1947 -2.4392 -0.9861  0.000
H42 -0.3628 -3.9223 -1.3671  0.000
C25 -3.5761 -0.4801 0.2048  0.107
C26 -3.6099 0.8042 -0.6056  -0.022
O7 -2.3124 1.4302 -0.5745  -0.007
C27 -2.4005 2.7944 -1.0480  -0.003
C28 -1.0506 3.4645 -0.9893  0.029
H43 -3.5931 -0.2793 1.2832  -0.023
H44 -2.7103 -1.0982 -0.0454  -0.044
H45 -4.4685 -1.0716 0.0023  0.002
H46 -4.3465 1.4939 -0.1862  -0.003
H47 -3.8632 0.6060 -1.6521  -0.001
H48 -3.1253 3.3246 -0.4233  -0.003
H49 -2.7813 2.7526 -2.0741  0.001
H50 -0.6766 3.5369 0.0339  -0.010
H51 -1.1466 4.4783 -1.3786  0.000
H52 -0.3133 2.9422 -1.6002  -0.004

Values from the calculation:
LUMO energy (alpha / beta) ... -2.429 / -2.255 eV
E_HOMO (alpha / beta) ... -0.4262 / -0.4540 hartree
Net charge ... +1
E ... -2870.38618 Eh
Multiplicity ... 2